Arrangement one

H4N4O2 | ωB97M-V with the def2-TZVPD basis set

Its spin multiplicity is 1. As for the charge: 0. Its HOMO energy is -9.966 eV. As for the LUMO energy: 0.30 eV. The SMILES is NN(N)[N+](=O)[O-]. As for the HOMO-LUMO gap: 0.3773 Eh.

XYZ file:
```
10
H4N4O2 | OMol25 | ωB97M-V with the def2-TZVPD basis set
O -2.389 -0.589 1.365
H 0.234 -2.139 0.548
H -0.341 1.704 0.017
N -0.305 -0.141 0.713
N -0.315 -1.361 0.210
O -1.529 1.366 1.740
N -1.543 0.282 1.316
H 1.296 1.419 -0.153
H -0.870 -1.612 -0.524
N 0.295 1.090 -0.353
```

***

Arrangement two

H4N4O2 | ωB97M-V with the def2-TZVPD basis set

Its spin multiplicity is 1. As for the charge: 0. Its HOMO energy (alpha / beta) is -10.740 / -9.498 eV. As for the LUMO energy (alpha / beta): -1.81 / -0.41 eV. As for the HOMO-LUMO gap (alpha / beta): 0.3281 / 0.3339 Eh.

XYZ file:
```
10
H4N4O2 | OMol25 | ωB97M-V with the def2-TZVPD basis set
N -0.313 1.532 -0.002
N -1.560 -1.605 0.042
H -1.139 2.063 0.287
H -0.993 -1.570 -0.916
O 1.515 -1.186 0.530
H 0.436 1.896 -0.623
O 1.715 0.571 -0.803
N 0.077 0.503 0.673
H -0.905 -2.101 0.682
N 1.167 -0.102 0.130
```

***

Arrangement three

H4N4O2 | ωB97M-V with the def2-TZVPD basis set

Its spin multiplicity is 1. As for the charge: 0. Its HOMO energy is -9.057 eV. As for the LUMO energy: 0.03 eV. The SMILES is [H]/N=N/N.O=NO. As for the HOMO-LUMO gap: 0.3338 Eh.

XYZ file:
```
10
H4N4O2 | OMol25 | ωB97M-V with the def2-TZVPD basis set
N 1.794 -0.176 0.690
H 1.703 1.796 1.204
N 1.295 -0.954 -0.223
O -2.301 -0.760 0.900
H 1.462 -1.934 -0.077
H 0.688 -0.598 -0.974
H -1.743 1.137 -1.371
N 1.393 1.008 0.624
O -2.451 0.820 -0.636
N -1.841 -0.341 -0.138
```

***

Which structure is most stable, and how do the rest compare? From most to least stable: arrangement three, arrangement one, arrangement two.

***

Arrangement one

H4N4O2 | ωB97M-V with the def2-TZVPD basis set

Its spin multiplicity is 1. As for the charge: 0. Its HOMO energy (alpha / beta) is -8.258 / -7.719 eV. As for the LUMO energy (alpha / beta): 0.51 / 0.59 eV. As for the HOMO-LUMO gap (alpha / beta): 0.3223 / 0.3054 Eh.

XYZ file:
```
10
H4N4O2 | OMol25 | ωB97M-V with the def2-TZVPD basis set
N 1.577 0.660 0.605
H -1.457 0.828 1.284
N -1.349 0.071 0.655
H 3.202 0.552 -0.422
H -2.126 0.267 -1.138
N 2.367 0.042 -0.079
O 0.039 -1.495 -0.228
N -0.292 -0.708 0.883
O -1.633 0.816 -0.593
H -0.328 -1.032 -0.967
```

***

Arrangement two

H4N4O2 | ωB97M-V with the def2-TZVPD basis set

Its spin multiplicity is 1. As for the charge: 0. Its HOMO energy is -9.907 eV. As for the LUMO energy: 0.82 eV. The SMILES is NNN[N+](=O)[O-]. As for the HOMO-LUMO gap: 0.3940 Eh.

XYZ file:
```
10
H4N4O2 | OMol25 | ωB97M-V with the def2-TZVPD basis set
N -1.784 -0.268 -0.236
H -0.364 -1.010 0.841
N -0.727 -0.089 0.564
H 0.733 1.509 0.497
N 0.394 0.649 0.082
H -1.570 -0.663 -1.114
O 2.559 0.670 -0.214
O 1.608 -1.177 -0.031
H -2.476 0.389 -0.370
N 1.627 -0.010 -0.020
```

***

Which structure is most stable, and how do the rest compare? From most to least stable: arrangement two, arrangement one.

***

Arrangement one

C4H10N5O | ωB97M-V with the def2-TZVPD basis set

Its spin multiplicity is 1. As for the charge: +1. Its HOMO energy is -13.178 eV. As for the LUMO energy: -3.39 eV. The SMILES is C=NC(=[NH2+])N[C@@H](N)C(N)=O. As for the HOMO-LUMO gap: 0.3597 Eh.

XYZ file:
```
20
C4H10N5O | OMol25 | ωB97M-V with the def2-TZVPD basis set
H -2.276 -0.848 2.238
N 2.802 -0.595 -0.080
N -1.505 -0.281 1.959
H -1.273 -1.051 -0.069
H -1.808 2.892 0.074
C 1.496 -0.802 -0.242
C -0.812 1.064 0.068
H -2.843 1.702 0.089
N 0.942 -1.167 -1.421
C 0.506 -0.541 -2.405
H 3.286 -0.839 -0.917
H 0.054 -0.956 -3.273
H 3.120 -0.657 0.893
N -1.889 1.915 0.203
O 0.207 1.451 -0.439
N 0.623 -0.860 0.774
H 0.571 0.483 -2.640
H -1.151 0.192 2.770
C -0.882 -0.407 0.671
H 0.834 -0.698 1.748
```

***

Arrangement two

C4H10N5O | ωB97M-V with the def2-TZVPD basis set

Its spin multiplicity is 1. As for the charge: +1. Its HOMO energy is -13.305 eV. As for the LUMO energy: -6.82 eV. As for the HOMO-LUMO gap: 0.2383 Eh.

XYZ file:
```
20
C4H10N5O | OMol25 | ωB97M-V with the def2-TZVPD basis set
H -2.847 -0.432 -0.508
H -1.011 1.806 -1.689
N -0.295 -3.389 -0.206
H -0.916 2.456 0.005
H -0.892 -3.733 -0.949
H -0.953 -2.839 0.495
H -1.313 0.334 1.105
H 3.141 2.507 1.783
N 2.557 0.176 -0.108
H 0.330 -0.674 -1.318
N 1.332 0.494 0.209
C 2.622 1.687 1.291
C -1.345 1.728 -0.582
N 1.366 1.579 1.080
N 3.349 0.858 0.516
C -1.160 0.362 0.065
C 0.244 0.064 -0.394
H -2.414 1.925 -0.557
O -1.911 -0.688 -0.471
H 0.115 -4.222 0.232
```

***

Arrangement three

C4H10N5O | ωB97M-V with the def2-TZVPD basis set

Its spin multiplicity is 1. As for the charge: +1. Its HOMO energy is -14.855 eV. As for the LUMO energy: -3.95 eV. As for the HOMO-LUMO gap: 0.4007 Eh.

XYZ file:
```
20
C4H10N5O | OMol25 | ωB97M-V with the def2-TZVPD basis set
H -0.263 1.817 -1.969
C -0.500 1.045 -0.015
C 3.383 -0.745 -0.174
N -0.769 1.209 -1.310
H -1.132 0.370 -1.649
H -2.899 0.837 0.191
H -0.737 -0.652 1.500
H -1.577 -2.027 -0.258
H -3.464 -0.497 1.168
N 2.296 0.768 0.724
O -1.078 -1.236 -0.492
H 1.656 -1.638 -1.100
N 3.519 0.285 0.635
N 1.472 0.180 -0.062
H 4.162 -1.458 -0.339
N 2.140 -0.874 -0.644
H -2.468 0.936 1.746
C -1.224 -0.265 0.494
C -2.635 0.220 0.959
H 0.118 1.726 0.596
```

***

Arrangement four

C4H10N5O | ωB97M-V with the def2-TZVPD basis set

Its spin multiplicity is 1. As for the charge: +1. Its HOMO energy is -14.267 eV. As for the LUMO energy: -3.50 eV. As for the HOMO-LUMO gap: 0.3958 Eh.

XYZ file:
```
20
C4H10N5O | OMol25 | ωB97M-V with the def2-TZVPD basis set
N 3.143 -0.429 -1.220
H 0.193 -2.094 -3.303
H -0.513 0.855 -0.752
C -1.080 0.788 1.203
H -2.397 -0.499 1.932
N 1.085 -1.658 -2.884
H -0.518 2.536 2.311
H 1.885 -2.199 -2.966
C 0.859 -0.829 -1.856
H -0.336 2.308 0.115
H -2.117 -0.795 0.140
N 1.972 -0.223 -1.399
C -0.889 1.481 2.570
N -0.674 1.403 0.153
N 4.199 -0.582 -0.920
H -0.039 0.851 3.073
O -0.350 -0.545 -1.593
H -0.916 -1.309 1.118
C -1.722 -0.537 1.147
H -1.784 1.478 3.131
```

***

Which structure is most stable, and how do the rest compare? From most to least stable: arrangement one, arrangement four, arrangement three, arrangement two.

***

Arrangement one

C3H6N4OS | ωB97M-V with the def2-TZVPD basis set

Its spin multiplicity is 1. As for the charge: 0. Its HOMO energy is -9.746 eV. As for the LUMO energy: 0.33 eV. The SMILES is C[C@@H](O)n1nnnc1S. As for the HOMO-LUMO gap: 0.3703 Eh.

XYZ file:
```
15
C3H6N4OS | OMol25 | ωB97M-V with the def2-TZVPD basis set
N -0.621 0.070 -0.546
N -0.083 -0.258 -2.642
H 1.894 1.719 -2.365
H -0.173 -1.276 2.538
C 0.206 -0.855 1.568
C 0.372 0.228 -1.480
C -0.684 0.178 0.917
S 1.885 1.002 -1.176
H -1.673 -0.009 1.030
N -1.633 -0.534 -1.222
H 0.628 1.272 1.509
H 1.140 -0.552 1.940
O -0.306 1.463 1.340
N -1.283 -0.680 -2.428
H 0.332 -1.768 1.018
```

***

Arrangement two

C3H6N4OS | ωB97M-V with the def2-TZVPD basis set

Its spin multiplicity is 1. As for the charge: 0. Its HOMO energy is -7.871 eV. As for the LUMO energy: -0.83 eV. As for the HOMO-LUMO gap: 0.2587 Eh.

XYZ file:
```
15
C3H6N4OS | OMol25 | ωB97M-V with the def2-TZVPD basis set
S -1.964 0.564 0.480
N 2.151 0.656 -0.248
H -1.585 -1.738 -0.049
C 1.249 -0.301 -0.656
H -2.289 -1.419 1.592
H 1.901 2.538 0.876
H -3.394 -1.400 0.244
O -2.733 1.154 -0.548
H 2.647 -1.547 -0.943
N -0.044 0.223 -0.288
C -2.358 -1.206 0.533
N 1.690 -1.436 -1.162
N 0.234 1.446 0.380
C 1.455 1.704 0.376
H 3.041 0.764 -0.587
```

***

Which structure is most stable, and how do the rest compare? From most to least stable: arrangement one, arrangement two.

***

Arrangement one

C2H7N3OS | ωB97M-V with the def2-TZVPD basis set

Its spin multiplicity is 1. As for the charge: 0. Its HOMO energy is -8.344 eV. As for the LUMO energy: -0.11 eV. As for the HOMO-LUMO gap: 0.3026 Eh.

XYZ file:
```
14
C2H7N3OS | OMol25 | ωB97M-V with the def2-TZVPD basis set
O -2.704 -0.930 0.076
N 0.260 1.272 0.084
N -0.337 -0.968 -0.128
H -2.600 1.210 -0.407
H -1.955 -1.494 -0.203
N -2.149 0.348 0.160
C -0.677 0.225 -0.033
H 1.795 0.557 -1.182
H 2.492 1.980 -0.179
C 1.830 0.991 -0.038
H 0.376 1.859 1.470
S 0.975 -1.926 0.167
H 2.342 -0.005 0.570
H 0.351 -3.117 -0.357
```

***

Arrangement two

C2H7N3OS | ωB97M-V with the def2-TZVPD basis set

Its spin multiplicity is 1. As for the charge: 0. Its HOMO energy is -8.776 eV. As for the LUMO energy: 0.09 eV. As for the HOMO-LUMO gap: 0.3258 Eh.

XYZ file:
```
14
C2H7N3OS | OMol25 | ωB97M-V with the def2-TZVPD basis set
H 2.401 -0.956 1.305
N -1.369 0.795 -0.149
H -1.968 0.672 -1.109
H -2.061 -0.937 1.482
S 2.313 -0.253 0.006
N -0.536 -1.354 -0.493
H 0.935 1.501 0.676
C -2.030 -1.730 0.319
O -0.935 2.263 0.067
C -0.403 -0.180 -0.219
H -2.887 -1.460 -0.370
N 0.852 0.369 -0.054
H -1.796 2.593 0.843
H -2.177 -2.688 0.810
```

***

Arrangement three

C2H7N3OS | ωB97M-V with the def2-TZVPD basis set

Its spin multiplicity is 1. As for the charge: 0. Its HOMO energy is -8.437 eV. As for the LUMO energy: 0.48 eV. As for the HOMO-LUMO gap: 0.3277 Eh.

XYZ file:
```
14
C2H7N3OS | OMol25 | ωB97M-V with the def2-TZVPD basis set
C -0.644 0.056 0.083
N -0.259 0.563 1.171
N -1.886 -0.521 -0.040
H 1.947 0.671 -0.864
H -0.045 0.136 -2.072
H 2.036 -1.169 -0.186
S 1.167 1.577 1.112
O -2.877 -0.431 0.884
H -2.375 0.117 1.623
H -1.739 -1.557 -0.143
H 1.918 -0.817 -2.031
H 0.911 2.236 2.316
N 0.226 -0.440 -0.901
C 1.621 -0.421 -0.953
```

***

Which structure is most stable, and how do the rest compare? From most to least stable: arrangement three, arrangement one, arrangement two.

***

Arrangement one

C3H10OS2 | ωB97M-V with the def2-TZVPD basis set

Its spin multiplicity is 1. As for the charge: 0. Its HOMO energy is -8.327 eV. As for the LUMO energy: 0.67 eV. The SMILES is CCSSC.O. As for the HOMO-LUMO gap: 0.3307 Eh.

XYZ file:
```
16
C3H10OS2 | OMol25 | ωB97M-V with the def2-TZVPD basis set
O 1.316 4.187 -1.674
H -0.676 -3.398 -0.479
H -0.452 0.530 1.824
C 0.680 0.934 -0.047
H 0.193 1.896 -0.279
S -1.703 -0.443 0.071
H -0.060 -3.285 1.200
S -2.251 -2.162 1.004
H 0.636 4.235 -2.384
H -1.437 -4.367 0.821
C -0.969 -3.397 0.585
H 0.339 -0.921 1.144
H 0.783 0.358 -0.982
C -0.176 0.022 0.880
H 2.089 4.674 -2.038
H 1.687 1.137 0.354
```

***

Arrangement two

C3H10OS2 | ωB97M-V with the def2-TZVPD basis set

Its spin multiplicity is 1. As for the charge: 0. Its HOMO energy is -9.092 eV. As for the LUMO energy: -0.43 eV. The SMILES is CCSSC.O. As for the HOMO-LUMO gap: 0.3184 Eh.

XYZ file:
```
16
C3H10OS2 | OMol25 | ωB97M-V with the def2-TZVPD basis set
H 0.443 1.396 0.106
H 0.235 0.095 2.353
O 2.204 -2.287 -2.111
H -3.661 1.331 -0.352
H 2.008 -2.407 -1.172
C 1.128 0.340 1.785
C -2.774 0.735 -0.586
H 1.831 -1.411 -2.258
H 1.513 1.289 2.152
H 1.760 0.257 -0.339
H -2.956 0.001 -1.362
C 0.867 0.408 0.275
H -2.138 1.509 -1.033
H 1.822 -0.471 2.018
S -2.002 0.070 0.877
S -0.280 -0.854 -0.353
```

***

Arrangement three

C3H10OS2 | ωB97M-V with the def2-TZVPD basis set

Its spin multiplicity is 1. As for the charge: 0. Its HOMO energy is -8.630 eV. As for the LUMO energy: 0.52 eV. The SMILES is CCSSC.O. As for the HOMO-LUMO gap: 0.3364 Eh.

XYZ file:
```
16
C3H10OS2 | OMol25 | ωB97M-V with the def2-TZVPD basis set
H -1.483 0.759 -0.268
O -2.099 0.962 1.545
H -0.778 0.631 -2.782
H 2.998 0.111 2.047
H -0.661 -0.811 -0.033
H -2.677 1.350 2.241
H 3.258 -1.607 1.608
H -1.945 -0.615 -2.240
H -0.239 -1.063 -2.558
C -0.666 0.113 -0.642
H -2.369 1.420 0.716
C 2.603 -0.732 1.455
H 1.594 -0.979 1.824
C -0.899 -0.273 -2.162
S 0.924 1.024 -0.431
S 2.440 -0.291 -0.321
```

***

Which structure is most stable, and how do the rest compare? From most to least stable: arrangement one, arrangement three, arrangement two.